C25H28N4O4 | ωB97M-V with the def2-TZVPD basis set

LUMO level ... 0.53 eV
Total energy ... -40531.41327 eV
Total charge ... 0
HOMO level ... -7.39 eV
Energy relative to the best compared isomer or geometry (same formula, charge and spin) ... 2.3633 eV
M ... 448.52 g mol⁻¹
SMILES ... COc1ccc(N2CCN(C(=O)CCNC(=O)Cn3ccc4ccccc4c3=O)CC2)cc1
2S+1 ... 1

Structure (XYZ):
```
61
Properties=species:S:1:pos:R:3:forces:R:3
C -8.00739 -0.49184 -1.19900 -0.1 -0.1 -0.1
O -7.30269 0.56700 -0.60226 0.2 0.2 0.1
C -5.98352 0.37537 -0.29683 0.1 0.1 0.1
C -5.26285 -0.78814 -0.53556 -0.3 0.1 -0.1
C -3.92886 -0.86710 -0.18296 0.2 0.1 0.0
C -3.25513 0.20580 0.40313 -0.3 -0.1 0.0
N -1.92304 0.05253 0.79090 0.2 -0.1 0.3
C -0.97539 -0.53689 -0.13273 0.2 0.1 -0.4
C -0.34301 0.53765 -1.02667 0.0 -0.5 -0.2
N 0.28279 1.56322 -0.21407 -0.3 -0.1 -0.1
C 1.62441 1.73416 -0.27442 -0.1 0.3 0.2
O 2.31522 1.04078 -0.99845 0.3 0.0 -0.2
C 2.20186 2.84839 0.59241 0.4 -0.1 -0.2
C 3.66408 3.14718 0.24941 -0.1 0.1 -0.1
N 4.49391 1.98418 0.43822 -0.1 0.2 0.5
C 5.18324 1.44052 -0.57973 0.4 -0.4 0.4
O 5.46345 2.00172 -1.61474 0.0 0.1 -0.4
C 5.61223 -0.00776 -0.28082 0.2 0.5 0.0
N 4.45852 -0.88246 -0.37850 0.0 -0.1 0.5
C 4.13495 -1.41974 -1.58529 -0.5 -0.5 -0.6
C 3.08218 -2.24656 -1.75256 0.4 0.2 -0.2
C 2.27080 -2.58413 -0.63192 0.0 0.2 0.4
C 1.19880 -3.48603 -0.70588 -0.1 0.0 0.0
C 0.46124 -3.78969 0.41299 0.0 0.0 -0.1
C 0.75909 -3.19543 1.64094 0.1 0.0 0.1
C 1.79654 -2.29744 1.73333 0.1 0.0 0.1
C 2.56684 -1.98674 0.60721 -0.4 -0.3 -0.2
C 3.66382 -1.04064 0.73642 0.2 0.1 0.0
O 3.90859 -0.42122 1.77141 0.0 0.0 0.2
C -0.64419 2.17202 0.71199 -0.1 0.0 0.4
C -1.27104 1.06612 1.58356 0.0 0.3 0.0
C -3.99554 1.36697 0.64513 0.1 -0.1 0.0
C -5.32967 1.44626 0.30624 -0.3 -0.2 -0.1
H -8.03754 -1.37329 -0.54953 0.0 0.0 0.0
H -7.57594 -0.76939 -2.16682 0.0 0.0 0.0
H -9.02096 -0.12373 -1.35089 0.1 -0.1 0.0
H -5.72913 -1.64991 -0.98683 -0.1 -0.1 0.0
H -3.40980 -1.79760 -0.35394 0.1 -0.1 0.0
H -1.45917 -1.28421 -0.75721 0.0 0.0 0.1
H -0.18924 -1.02444 0.45033 0.0 0.0 -0.1
H 0.42588 0.10237 -1.66612 -0.1 0.1 0.0
H -1.11885 1.00363 -1.64602 0.0 0.0 0.0
H 2.13828 2.53965 1.63977 -0.1 0.1 0.1
H 1.61948 3.76077 0.45559 0.0 0.0 0.1
H 3.76207 3.44195 -0.79888 0.0 0.0 0.2
H 4.01965 3.96738 0.88473 -0.1 0.0 -0.2
H 4.26176 1.37078 1.21608 0.1 0.0 -0.2
H 6.36562 -0.31839 -1.00562 -0.1 0.1 0.1
H 6.00991 -0.07683 0.73508 0.0 0.0 -0.2
H 4.77842 -1.13795 -2.40449 0.0 0.0 0.0
H 2.85485 -2.65579 -2.72278 0.1 0.0 -0.1
H 0.96925 -3.94598 -1.65610 0.0 -0.1 -0.1
H -0.35630 -4.49275 0.34724 -0.1 -0.1 0.0
H 0.17147 -3.44088 2.51267 0.0 0.0 0.1
H 2.04941 -1.82244 2.66979 0.0 0.0 0.1
H -0.14887 2.90359 1.34567 0.0 0.0 0.0
H -1.43021 2.67505 0.13546 0.1 0.0 0.1
H -1.97355 1.48937 2.30084 0.0 0.0 0.0
H -0.46686 0.57194 2.14180 0.0 0.1 0.0
H -3.53998 2.23097 1.10241 0.1 0.1 0.0
H -5.88994 2.34806 0.49690 -0.1 0.1 0.0
```
Positions in Å, forces in eV/Å.